Entry 1:
ORCA calculation (the ωB97M-V functional and the def2-TZVPD basis) on a cluster of 10 separate species, C37H103N11O10 in total in a non-equilibrium geometry.

Structure (XYZ):
```
161
C37H103N11O10, DFT the ωB97M-V functional and the def2-TZVPD basis
C 20.15538 -11.99295 -13.76380
O 19.17824 -12.93524 -13.32898
C 18.14212 -12.36940 -12.55035
C 18.20563 -12.73961 -11.07566
C 17.84254 -14.23334 -10.81550
N 17.19812 -11.92173 -10.39394
H 19.77098 -11.31044 -14.52178
H 20.80671 -12.72400 -14.24278
H 20.79300 -11.46790 -13.05257
H 18.25476 -11.28553 -12.57547
H 17.14541 -12.70872 -12.83234
H 19.22694 -12.56417 -10.73766
H 16.86029 -14.63114 -11.07056
H 18.09525 -14.53629 -9.79940
H 18.51472 -14.76249 -11.49099
H 17.22128 -12.32655 -9.46891
H 16.27259 -12.15943 -10.72104
C 21.69797 -26.12044 -0.33852
O 22.48913 -26.14965 -1.56922
C 21.95809 -25.67480 -2.77505
C 20.88296 -26.53661 -3.38204
C 21.09972 -28.05671 -3.25014
N 20.62152 -26.33898 -4.79395
H 20.72495 -26.60098 -0.44055
H 21.59990 -25.08932 0.00098
H 22.04558 -26.53331 0.60848
H 21.58266 -24.67672 -2.54923
H 22.80362 -25.64365 -3.46222
H 19.97405 -26.28244 -2.83672
H 21.51028 -28.36841 -2.28972
H 21.82904 -28.43450 -3.96671
H 20.22097 -28.65709 -3.48561
H 20.74532 -25.35576 -4.98899
H 21.36443 -26.64755 -5.40465
C 27.73646 -12.29890 -10.02758
O 29.00296 -11.98226 -9.34618
C 29.61286 -10.71467 -9.67645
C 30.24993 -10.02864 -8.45481
C 31.08813 -8.76237 -8.87630
N 31.22856 -10.91764 -7.94359
H 26.85980 -11.89192 -9.52367
H 27.52538 -13.34953 -10.22691
H 27.82009 -11.79192 -10.98886
H 30.30909 -10.74599 -10.51453
H 28.94382 -10.00509 -10.16323
H 29.52781 -9.68130 -7.71590
H 31.97408 -9.04053 -9.44712
H 31.40231 -8.28662 -7.94729
H 30.45794 -8.02263 -9.37000
H 31.94288 -10.86786 -8.65589
H 30.90377 -11.87154 -8.01208
C 20.49878 -19.73148 -4.89684
O 20.71833 -19.71188 -6.30405
C 20.86973 -18.39212 -6.85897
C 22.38782 -17.87469 -6.60127
C 22.61355 -16.56761 -7.30694
N 23.20253 -18.92749 -7.14169
H 21.43118 -19.62287 -4.34282
H 20.28541 -20.75278 -4.58139
H 19.73624 -19.07297 -4.48092
H 20.41500 -18.35253 -7.84879
H 20.18304 -17.75230 -6.30475
H 22.64098 -17.84238 -5.54156
H 22.33081 -16.73241 -8.34665
H 23.67090 -16.32628 -7.19798
H 21.94426 -15.76438 -6.99878
H 22.79082 -19.23875 -8.00985
H 23.02921 -19.65942 -6.46765
C 18.22757 -10.56886 -3.63576
O 18.38902 -9.27237 -3.11490
C 17.36823 -8.73794 -2.29723
C 18.00803 -7.61600 -1.35736
C 16.91988 -6.92859 -0.61808
N 18.77738 -6.64252 -2.06337
H 17.42440 -10.60330 -4.37185
H 18.05077 -11.22940 -2.78693
H 19.13729 -10.95233 -4.09778
H 16.62365 -8.32891 -2.98015
H 16.87435 -9.54772 -1.76016
H 18.69164 -8.16688 -0.71136
H 16.37298 -6.30675 -1.32682
H 17.42122 -6.22876 0.05051
H 16.20087 -7.55091 -0.08532
H 18.24325 -5.94588 -2.56288
H 19.47798 -7.03266 -2.67742
C 12.84585 -20.73130 -8.17202
O 13.93945 -19.88280 -8.41787
C 15.20678 -20.34739 -7.95717
C 16.03423 -21.22513 -8.94174
C 15.98037 -20.84563 -10.47461
N 15.55293 -22.62395 -8.87669
H 12.51768 -20.71360 -7.13275
H 13.14621 -21.70260 -8.56503
H 11.99964 -20.34848 -8.74255
H 15.69827 -19.38524 -7.81286
H 15.37870 -20.75726 -6.96191
H 17.09352 -21.13618 -8.70071
H 14.95986 -21.07646 -10.78017
H 16.66507 -21.45857 -11.06079
H 16.12521 -19.77570 -10.62420
H 15.49061 -22.89089 -7.90460
H 14.64969 -22.75513 -9.30918
C 29.56155 -26.13620 -7.79362
O 28.44389 -25.43230 -7.26134
C 27.38003 -26.23362 -6.78713
C 26.33617 -26.49131 -7.91565
C 25.59679 -25.26131 -8.44643
N 25.25482 -27.31916 -7.50604
H 30.13450 -26.47465 -6.93033
H 30.17078 -25.37449 -8.28017
H 29.48394 -26.98604 -8.47174
H 27.60088 -27.08824 -6.14764
H 26.84981 -25.80187 -5.93827
H 26.88437 -26.88107 -8.77336
H 25.14199 -24.61246 -7.69793
H 24.87821 -25.61004 -9.18814
H 26.33496 -24.60285 -8.90430
H 25.73242 -28.11024 -7.09835
H 24.76661 -27.76286 -8.27081
C 26.24497 -18.25834 -13.41611
O 25.04529 -18.54903 -14.16610
C 24.68154 -19.94946 -14.30906
C 23.90399 -20.44415 -13.07580
C 22.99100 -21.60328 -13.34970
N 23.05004 -19.25779 -12.76687
H 26.66482 -17.25497 -13.34492
H 27.04584 -18.96290 -13.64038
H 26.04692 -18.32359 -12.34624
H 24.03275 -20.09588 -15.17263
H 25.53324 -20.59193 -14.53254
H 24.69594 -20.72534 -12.38166
H 21.98817 -21.49369 -13.76251
H 22.75807 -21.81711 -12.30656
H 23.44458 -22.47865 -13.81454
H 22.42332 -19.15516 -13.55222
H 23.66251 -18.45748 -12.83395
C 26.46630 -20.93905 -1.23622
O 25.34434 -20.04598 -1.28888
C 24.84645 -19.64816 -0.04581
C 25.13118 -18.14738 0.41506
C 25.19890 -17.08793 -0.68586
N 26.34535 -18.04652 1.16423
H 26.41666 -21.40812 -2.21888
H 26.31848 -21.67576 -0.44661
H 27.35042 -20.30504 -1.30298
H 23.76403 -19.77333 -0.01734
H 25.20172 -20.30155 0.75103
H 24.24474 -18.03476 1.03927
H 26.06731 -17.17945 -1.33823
H 25.33403 -16.07264 -0.31302
H 24.20023 -17.16664 -1.11546
H 26.32273 -17.07391 1.43553
H 27.03093 -18.10943 0.42523
N 27.49022 -18.00660 -4.83997
C 28.65149 -17.44090 -4.73092
N 29.03942 -17.01649 -5.87891
O 29.34345 -17.47042 -3.76688
H 27.11933 -18.48191 -4.02966
H 26.92092 -17.78875 -5.64529
H 28.53488 -16.83362 -6.73454
H 29.88142 -16.45969 -5.84554
```

Frontier orbital gap ... 9.02 eV
E ... -2825.80102 a.u.
SMILES string ... COC[C@H](C)N.COC[C@H](C)N.COC[C@H](C)N.COC[C@H](C)N.COC[C@H](C)N.COC[C@H](C)N.COC[C@H](C)N.COC[C@H](C)N.COC[C@H](C)N.NC(N)=O
Multiplicity ... 1
Max |F| ... 7.212 eV Å⁻¹

Löwdin population analysis, charges in e, atoms 1 to 6:
1 C -0.1085
2 O -0.1824
3 C -0.2217
4 C -0.4281
5 C -0.0676
6 N 0.0216

---

Entry 2:
ORCA calculation (the ωB97M-V functional and the def2-TZVPD basis) on a cluster of 6 separate species, H12O6 in total.

Structure (XYZ):
```
18
H12O6, DFT the ωB97M-V functional and the def2-TZVPD basis
O 1.89503 -1.10655 1.98082
H 1.18903 -0.99466 2.62260
H 1.65883 -1.90100 1.48773
O -1.25995 -2.43073 0.84366
H -1.12021 -1.97803 1.67891
H -0.81534 -1.86524 0.19383
O -1.99904 2.65588 -1.12687
H -1.11351 2.90892 -0.84967
H -2.36018 3.44852 -1.53776
O 3.83869 0.09330 0.15055
H 3.16362 -0.18967 0.78253
H 4.55678 0.42886 0.69361
O 0.23140 -0.29969 -0.36034
H 0.58827 0.55365 -0.10012
H -0.20238 -0.14380 -1.21124
O -2.64547 0.00056 -2.01492
H -2.63209 0.96224 -2.11150
H -2.97346 -0.14256 -1.12184
```

Frontier orbital gap ... 11.17 eV
E ... -458.62843 a.u.
SMILES string ... O.O.O.O.O.O
Multiplicity ... 1
Max |F| ... 0.403 eV Å⁻¹

Löwdin population analysis, charges in e, atoms 1 to 6:
1 O -0.0468
2 H 0.0477
3 H 0.0546
4 O -0.0663
5 H 0.0182
6 H -0.0072

---

Values of energy above the lowest of the compared OMol25 structures with the same formula, charge and spin, in order: 835.37, 115.65, all in kJ/mol.